74
Properties=species:S:1:pos:R:3:forces:R:3:lowdin_charge:R:1 method="wB97M-V/def2-TZVPD" gap_ev="6.27 / 6.82" multiplicity=3 total_charge=+3 e_lumo_ev="-10.1 / -9.5" e_homo_ev="-16.35 / -16.34"
Pr -1.71785 0.58194 0.46558 1.209 -0.674 -0.675 0.986
P -0.93098 -2.05262 -0.99696 0.238 -1.549 -1.204 0.740
P 1.57930 -0.29751 0.78936 1.127 0.278 0.594 0.762
P 0.60316 2.17843 -2.58901 -0.261 -0.489 -0.742 0.862
H -5.35298 5.12953 0.80951 -0.018 -0.058 -0.535 0.070
C -5.10794 4.96698 -0.24870 -0.442 0.559 0.013 -0.054
C -5.40255 3.83474 -0.87862 -0.893 0.687 -0.377 -0.097
H -6.00416 3.05336 -0.41032 0.388 0.071 -0.010 0.080
C -1.79910 -3.52182 -0.34386 -0.506 0.217 0.505 -0.266
C 0.63546 -2.96467 -1.38300 0.521 0.360 0.261 -0.257
C -1.58747 -2.09153 -2.71265 -0.414 0.472 -0.043 -0.253
C 2.33296 1.07236 1.74454 -0.209 0.184 0.068 -0.272
C 1.92152 -1.63732 2.00010 -0.568 -0.171 0.053 -0.255
C 3.07078 -0.64471 -0.23620 -0.188 -0.092 -0.634 -0.263
C 0.13347 3.22609 -3.96455 -0.287 0.298 0.073 -0.184
C 1.16949 0.62554 -3.27456 0.426 -0.726 -0.347 -0.188
C 1.98140 2.85791 -1.68932 0.092 0.291 0.283 -0.183
H -4.71707 5.84531 -0.79076 0.046 -0.625 0.353 0.086
H -5.23411 3.73166 -1.95295 -0.064 0.024 0.325 0.061
H -2.79216 -3.23025 -0.00365 -0.173 -0.230 0.039 0.051
H -1.26293 -3.95488 0.50294 -0.010 -0.005 -0.080 0.044
H -1.89923 -4.27728 -1.12991 0.072 0.148 0.181 0.068
H 1.22582 -3.16696 -0.48166 -0.125 0.012 -0.194 0.029
H 1.26515 -2.41019 -2.08888 -0.152 -0.083 0.140 0.037
H 0.38545 -3.93480 -1.84193 -0.110 0.414 0.146 0.079
H -2.45070 -1.42315 -2.78268 -0.008 -0.168 -0.225 0.040
H -1.89501 -3.11416 -2.96518 0.118 0.297 -0.003 0.068
H -0.83209 -1.75982 -3.43264 -0.163 -0.087 0.150 0.035
H 3.35878 0.79343 2.02178 -0.281 0.197 0.013 0.070
H 1.74431 1.24835 2.65047 0.164 0.115 -0.024 0.047
H 2.35015 1.98993 1.14591 0.091 -0.094 0.211 0.027
H 2.99946 -1.66768 2.20113 -0.298 0.023 -0.019 0.069
H 1.60402 -2.60525 1.60124 0.095 0.053 0.161 0.038
H 1.38390 -1.44481 2.93072 0.071 -0.087 -0.015 0.037
H 3.91722 -0.83274 0.43704 -0.251 0.116 -0.157 0.069
H 3.32910 0.20042 -0.87896 0.032 -0.153 0.049 0.023
H 2.92564 -1.53156 -0.85941 0.119 0.162 0.055 0.034
H 1.03450 3.72134 -4.35409 -0.278 -0.132 0.030 0.083
H -0.58123 3.97829 -3.59465 0.226 -0.150 -0.319 0.068
H -0.33745 2.62355 -4.75940 0.120 0.257 0.363 0.087
H 1.75647 0.85964 -4.18587 -0.253 -0.072 0.419 0.099
H 0.36702 -0.06370 -3.56954 0.080 0.435 0.058 0.046
H 1.84159 0.09592 -2.58090 -0.299 0.238 -0.163 0.034
H 2.44872 3.56607 -2.38421 0.151 -0.014 0.395 0.082
H 2.69060 2.05674 -1.44179 -0.221 0.382 -0.025 0.041
H 1.64025 3.36850 -0.78007 0.279 0.044 -0.271 0.064
C -2.99001 2.78246 -0.38801 0.108 -1.025 0.511 -0.853
C -2.15635 3.88112 -0.04207 -0.279 -1.304 -0.002 -0.102
C -2.29425 4.44802 1.21803 0.093 0.102 -0.286 -0.027
C -3.22910 3.92412 2.12130 -0.584 -0.068 0.205 -0.037
C -3.86705 2.68052 1.89790 -0.022 0.912 -0.074 -0.050
C -3.71896 2.07293 0.64373 0.417 1.503 0.205 -0.353
S -2.93260 1.98281 -1.92687 0.751 -0.972 0.629 0.699
H -0.61947 1.99925 -1.84144 0.664 0.012 -0.169 -0.077
H -1.47364 4.25197 -0.80774 -0.319 0.237 0.266 0.116
H -1.70960 5.34814 1.43749 -0.411 -0.300 0.163 0.140
H -3.55022 4.57292 2.94295 0.411 -0.613 0.094 0.139
H -4.58595 2.28097 2.62536 0.449 0.155 -0.222 0.147
H -4.25083 1.13996 0.40626 -0.258 0.420 -0.188 0.121
N -1.43692 -2.68368 7.29391 0.042 0.716 -0.454 0.190
C -1.82963 -1.45463 6.82155 -0.400 -0.374 2.355 -0.458
O -2.34696 -0.62030 7.55633 0.595 -0.571 -1.643 0.110
C -1.65220 -1.23958 5.34715 -0.033 0.405 -1.173 -0.061
C -1.40675 -2.26679 4.41869 0.098 -0.087 -0.096 0.045
C -1.32398 -1.98708 3.06087 -0.343 1.006 -0.081 -0.081
N -1.50463 -0.71648 2.58186 0.326 -0.089 0.393 -0.114
C -1.66682 0.29960 3.47435 0.067 -1.276 0.169 -0.123
C -1.76664 0.06312 4.84422 -0.056 0.555 -0.333 0.061
H -1.45693 -2.79966 8.30014 -0.078 0.044 -0.128 0.137
H -0.74495 -3.22192 6.80102 -0.023 -0.095 0.079 0.100
H -1.28947 -3.30965 4.71819 -0.087 0.355 0.021 0.136
H -1.10630 -2.76752 2.32345 -0.267 0.381 0.346 0.107
H -1.70604 1.32724 3.06548 -0.159 -0.360 0.343 0.100
H -1.96020 0.91667 5.49007 0.105 -0.344 0.195 0.145

***

81
Properties=species:S:1:pos:R:3:forces:R:3:lowdin_charge:R:1 method="wB97M-V/def2-TZVPD" gap_ev="7.81 / 8.21" multiplicity=4 total_charge=+1 e_lumo_ev="-2.8 / -2.8" e_homo_ev="-10.57 / -11.01"
V -21.61902 -8.01681 7.10703 0.819 2.619 -0.061 1.066
C -18.65712 -4.89208 6.57891 -0.142 -0.168 0.104 -0.074
C -20.07548 -4.93766 7.16159 -0.511 0.607 -0.487 -0.430
O -20.69036 -6.16013 7.28616 -0.097 -1.292 -0.014 -0.373
H -18.24898 -3.88002 6.62643 -0.083 0.041 0.142 0.082
H -18.68888 -5.14932 5.52151 0.135 -0.264 -0.020 0.042
H -17.97326 -5.55919 7.10622 0.002 -0.013 -0.145 0.042
H -20.65651 -4.27332 6.47477 -0.005 -0.046 0.254 0.098
H -20.07928 -4.39712 8.12825 0.181 -0.082 -0.029 0.096
C -18.52091 -11.21648 7.76940 -0.983 -0.562 0.440 -0.028
O -17.69411 -10.43317 6.93748 0.404 0.322 -0.291 0.038
C -18.24577 -9.44166 6.25572 0.344 -0.288 -0.006 -0.601
O -19.39779 -9.08831 6.33406 -0.574 0.031 -0.260 0.042
O -17.32734 -8.91583 5.46650 0.163 -0.159 0.262 0.041
C -17.77413 -7.96801 4.49270 -0.451 0.457 0.616 0.007
H -18.60873 -12.22304 7.35945 0.323 0.015 -0.029 0.104
H -19.53450 -10.82150 7.84337 0.234 0.199 -0.033 0.077
H -18.09110 -11.25692 8.76611 0.165 0.001 -0.026 0.105
H -16.97071 -7.24877 4.37968 0.206 -0.270 -0.476 0.110
H -18.61770 -7.40124 4.88680 -0.083 -0.150 0.022 0.072
H -18.07329 -8.51564 3.60488 0.251 0.226 -0.288 0.109
C -20.81993 -5.45211 3.51576 -0.074 -0.447 0.287 0.028
O -20.48635 -6.77663 3.02258 -0.080 0.445 -0.194 0.037
C -20.91271 -7.80674 3.70837 -0.011 -0.194 -0.040 -0.621
O -21.38204 -7.76277 4.82467 -0.225 -0.351 0.428 0.024
O -20.75555 -8.90307 2.98879 -0.004 -0.165 0.123 0.034
C -21.07146 -10.14193 3.64622 0.243 -0.403 -0.381 -0.003
H -21.38526 -4.97284 2.72521 0.096 0.174 -0.032 0.104
H -19.89386 -4.93982 3.74958 0.041 0.114 -0.226 0.089
H -21.40620 -5.53466 4.42986 -0.004 -0.011 -0.060 0.085
H -20.45672 -10.26459 4.53435 -0.174 0.089 0.107 0.081
H -20.81048 -10.91785 2.92866 0.031 0.118 -0.007 0.106
H -22.13430 -10.24040 3.85976 -0.004 0.286 0.134 0.098
C -21.51378 -9.32180 11.26666 -0.706 -0.162 0.013 -0.012
O -20.26833 -8.64148 11.17190 -0.146 0.095 0.176 0.045
C -19.72516 -8.49069 9.98043 0.102 -0.199 -0.197 -0.590
O -20.23211 -8.79152 8.91585 -0.348 -0.043 -0.115 0.021
O -18.51897 -8.00294 10.13631 -0.060 0.240 0.098 0.058
C -17.89045 -7.45454 8.97078 0.648 0.409 0.066 0.002
H -21.93835 -9.53012 10.28601 0.312 -0.201 0.001 0.077
H -22.25005 -8.70353 11.78540 0.352 0.179 0.151 0.105
H -21.35643 -10.22581 11.84906 -0.006 -0.073 -0.104 0.108
H -17.04407 -8.08012 8.68521 -0.255 -0.245 -0.140 0.112
H -17.45444 -6.50269 9.28296 -0.234 -0.050 0.018 0.095
H -18.61633 -7.29455 8.17952 0.010 -0.101 -0.056 0.065
C -25.70078 -8.59608 5.18861 0.053 -0.201 -0.217 -0.005
O -25.72414 -7.20030 5.50716 -0.446 -0.282 0.100 0.050
C -24.65006 -6.71279 6.07106 0.764 0.145 -0.078 -0.602
O -23.61555 -7.33896 6.25530 0.112 -0.592 0.299 0.020
O -24.83364 -5.45682 6.35848 -0.062 0.468 0.134 0.061
C -23.78532 -4.75256 7.06702 -0.073 0.358 -0.318 0.031
H -25.47969 -9.21168 6.05982 0.076 0.143 0.062 0.088
H -24.96050 -8.78093 4.41202 -0.036 -0.051 0.001 0.101
H -26.69660 -8.83887 4.83743 -0.022 0.092 -0.096 0.106
H -24.05913 -4.73912 8.11952 0.227 -0.177 0.081 0.101
H -23.81298 -3.72540 6.70991 -0.146 -0.063 -0.085 0.110
H -22.80201 -5.17139 6.85285 -0.065 -0.211 0.299 0.070
C -25.03376 -8.62571 9.28027 0.325 0.035 0.322 0.021
O -24.62710 -7.42490 9.96369 -0.477 -0.232 0.110 0.051
C -23.43255 -6.95791 9.69971 0.418 0.096 -0.195 -0.609
O -22.62444 -7.44818 8.92729 -0.378 -0.416 0.122 0.003
O -23.21285 -5.87836 10.40750 -0.107 -0.035 0.089 0.048
C -21.89682 -5.32010 10.30231 0.605 0.445 0.438 0.015
H -25.96528 -8.93904 9.73533 -0.160 0.233 -0.056 0.109
H -24.30388 -9.41577 9.46295 0.062 0.076 -0.246 0.099
H -25.14739 -8.40136 8.22474 -0.033 -0.211 -0.075 0.077
H -21.71620 -4.88215 9.32543 -0.074 -0.260 -0.117 0.074
H -21.13858 -6.06442 10.54514 -0.094 -0.095 -0.248 0.102
H -21.82856 -4.54682 11.06464 -0.279 -0.014 -0.044 0.111
C -11.59985 -3.57792 7.11060 0.774 0.473 -0.272 -0.038
O -12.77247 -4.17023 7.63720 -0.516 -0.189 -0.191 -0.029
C -13.13949 -3.78339 8.86631 0.163 -0.051 0.235 -0.611
O -12.46308 -3.19186 9.65211 0.145 0.104 -0.077 0.154
O -14.38092 -4.17598 9.16747 -0.367 -0.125 0.158 0.012
C -15.25196 -4.58984 8.11754 0.504 0.206 -0.655 -0.054
H -10.79973 -3.53847 7.84664 -0.111 0.006 0.097 0.098
H -11.81052 -2.56916 6.74822 -0.057 -0.005 0.201 0.103
H -11.26182 -4.15811 6.25587 -0.237 -0.256 0.094 0.094
H -16.26699 -4.59349 8.49524 0.031 -0.014 0.252 0.070
H -14.96225 -5.56460 7.72097 -0.102 -0.070 0.162 0.098
H -15.17370 -3.87548 7.29582 -0.220 -0.056 -0.008 0.100

***

98
Properties=species:S:1:pos:R:3:forces:R:3:lowdin_charge:R:1 method="wB97M-V/def2-TZVPD" gap_ev=3.15 total_charge=-2 e_lumo_ev=2.8 e_homo_ev=-0.31
Ca -1.04354 0.44441 -0.11880 -0.676 0.863 1.182 1.106
N 0.66961 3.26350 1.70801 0.848 0.210 -0.712 0.083
C 1.23725 4.23544 0.91968 -0.272 -0.662 0.339 -0.319
C 1.51901 5.49400 1.49508 -0.008 0.110 0.004 -0.037
C 2.19533 6.46605 0.79903 -0.017 -0.015 0.016 -0.117
C 2.63563 6.23903 -0.50901 -0.021 0.018 0.029 -0.131
C 2.33183 5.02931 -1.09762 0.032 -0.057 -0.067 -0.130
C 1.61456 4.03539 -0.42774 -0.128 -0.097 0.068 -0.305
P 1.03229 2.53973 -1.30405 0.108 0.217 -0.207 1.079
C 2.66401 1.78523 -1.74704 -0.057 0.038 0.074 -0.324
C 3.21750 0.99197 -0.73581 0.030 -0.021 -0.019 -0.099
C 4.45245 0.38444 -0.90756 0.008 -0.008 -0.002 -0.103
C 5.15925 0.55230 -2.09269 -0.024 -0.002 -0.007 -0.123
C 4.62275 1.34410 -3.09709 -0.018 -0.008 0.017 -0.107
C 3.38554 1.95440 -2.92459 0.049 0.050 -0.021 -0.100
C 0.44526 3.24725 -2.89478 0.071 -0.061 0.078 -0.357
C -0.20154 4.48132 -2.91415 -0.043 0.035 0.028 -0.091
C -0.75513 4.97219 -4.08771 0.008 -0.005 -0.010 -0.086
C -0.68258 4.23566 -5.26078 0.002 -0.014 -0.010 -0.115
C -0.07509 2.98652 -5.24507 -0.022 0.037 0.015 -0.113
C 0.47108 2.49468 -4.06917 -0.026 -0.019 -0.007 -0.133
H 0.41531 2.38540 1.25696 0.276 0.301 0.125 -0.007
H -0.08725 3.57391 2.31007 -0.346 0.153 0.145 -0.057
H 1.18905 5.67023 2.51031 -0.013 -0.005 0.041 0.107
H 2.39545 7.41747 1.27867 -0.009 0.029 0.007 0.088
H 3.16636 7.00435 -1.06003 0.051 0.010 -0.001 0.079
H 2.62972 4.85339 -2.12684 -0.015 -0.015 -0.004 0.099
H 2.65663 0.86283 0.18431 -0.046 -0.043 0.018 0.081
H 4.86826 -0.21983 -0.10861 0.005 0.005 0.004 0.092
H 6.12156 0.07407 -2.23016 0.027 0.003 0.006 0.086
H 5.17381 1.49985 -4.01682 0.001 -0.012 -0.035 0.090
H 2.98655 2.57643 -3.71586 0.014 0.012 -0.001 0.091
H -0.29358 5.04741 -1.99583 0.015 0.003 -0.013 0.105
H -1.25326 5.93328 -4.07898 -0.026 0.009 0.006 0.098
H -1.11042 4.62365 -6.17736 -0.016 0.001 -0.012 0.087
H -0.03596 2.38820 -6.14774 0.007 -0.017 -0.026 0.091
H 0.90477 1.50370 -4.05823 0.009 -0.033 -0.005 0.096
S -4.77663 2.78509 1.43257 0.300 0.245 -0.016 0.231
C -3.13371 3.20686 1.40037 0.011 -0.605 0.220 -1.883
S -2.27321 3.81783 2.74244 -0.505 0.220 0.129 0.320
S -2.19603 2.86750 -0.07000 -0.178 0.244 -0.374 0.234
F 0.65384 0.44976 0.92066 1.406 0.070 0.737 -0.649
C 1.62160 -3.64707 -0.24374 -0.017 -0.043 -0.033 -0.066
C 0.68388 -2.42655 -0.39236 -0.091 -0.053 -0.160 -0.150
N 0.00398 -2.17101 0.86529 0.019 0.083 -0.394 -0.168
C 0.99017 -2.04171 1.93075 -0.152 -0.090 0.162 -0.138
C 1.63143 -3.41844 2.19803 -0.038 0.025 0.111 -0.045
N 1.25440 -4.31552 1.04785 0.071 -0.125 -0.043 -0.087
C -0.22567 -4.60039 1.08291 0.001 -0.059 0.041 -0.047
C -0.93815 -3.23713 1.15228 -0.335 0.033 0.019 -0.125
H 2.67227 -3.36582 -0.17237 0.001 -0.009 0.030 0.125
H 1.50022 -4.37857 -1.04336 -0.003 0.003 0.008 0.123
H -0.07131 -2.61396 -1.16081 0.097 0.051 0.100 0.115
H 1.25759 -1.54277 -0.67448 0.045 0.013 -0.002 0.117
H 0.48923 -1.70146 2.83675 0.039 0.037 -0.030 0.078
H 1.70952 -1.28487 1.63576 0.034 0.027 -0.011 0.112
H 1.24929 -3.88336 3.10655 -0.013 -0.034 0.007 0.097
H 2.72104 -3.38314 2.23579 0.002 -0.030 -0.002 0.128
H 1.75949 -5.19486 1.13495 -0.061 0.118 0.016 0.176
H -0.42114 -5.21476 1.96341 0.047 0.044 0.009 0.113
H -0.45927 -5.16531 0.17956 0.020 0.010 -0.034 0.127
H -1.31678 -3.07846 2.16002 -0.030 0.037 -0.081 0.089
H -1.78161 -3.19581 0.45094 0.235 -0.040 0.164 0.103
O -3.59682 -3.04975 -0.95024 0.114 0.364 -0.171 0.056
C -3.18893 -2.09566 -1.59025 -0.003 0.011 -0.129 -0.407
N -2.12525 -1.26916 -1.26290 -0.666 -0.654 -0.655 0.022
C -1.84513 -0.48056 -2.33607 -0.214 -0.855 -0.443 -0.479
O -0.84631 0.24695 -2.37439 -0.294 -0.065 -0.807 -0.099
C -2.87157 -0.69726 -3.42003 0.497 0.523 0.032 -0.082
C -3.06209 -0.06933 -4.63018 -0.093 -0.021 -0.144 0.008
C -4.16635 -0.47210 -5.38378 0.075 0.028 0.072 -0.080
C -5.02625 -1.46293 -4.91737 0.021 -0.060 0.094 -0.086
C -4.80637 -2.08796 -3.68733 -0.057 0.002 -0.167 -0.011
C -3.71207 -1.67930 -2.96017 -0.114 -0.283 0.472 -0.089
H -2.39510 0.71635 -4.96285 -0.008 0.013 0.015 0.113
H -4.36895 0.00576 -6.33443 -0.007 -0.008 0.002 0.095
H -5.88817 -1.74122 -5.51238 0.018 0.001 -0.001 0.093
H -5.47344 -2.85079 -3.30691 -0.004 0.004 -0.007 0.113
C 0.10984 0.22931 4.60395 0.046 -0.213 -0.196 -0.282
Si -1.42333 -0.92160 4.71053 -0.408 0.319 0.430 0.564
C -2.39855 -0.59606 3.07692 0.050 -0.217 0.000 -0.262
C -0.79317 -2.69514 4.75392 0.192 -0.188 -0.131 -0.392
C -1.59886 -3.81237 4.39995 0.063 0.059 -0.001 -0.171
C -1.20238 -5.12142 4.59146 0.009 -0.070 -0.003 -0.155
C 0.03274 -5.43017 5.17487 -0.053 0.030 -0.087 -0.164
C 0.83431 -4.36237 5.57295 0.075 0.077 0.084 -0.160
C 0.43961 -3.04946 5.36660 -0.010 -0.013 -0.062 -0.162
H -0.19361 1.23314 4.90088 -0.021 0.041 0.021 0.001
H 0.53130 0.31696 3.59645 0.023 0.037 -0.023 -0.005
H 0.90516 -0.08695 5.28526 0.001 0.029 0.052 -0.010
H -2.93142 0.35239 3.17935 -0.020 -0.008 0.025 0.003
H -3.15078 -1.36876 2.88953 -0.071 0.032 0.044 0.008
H -1.80375 -0.51458 2.15939 0.263 -0.084 0.061 -0.032
H -2.57495 -3.62612 3.96348 -0.070 -0.002 -0.006 0.094
H -1.87040 -5.92534 4.29608 -0.023 -0.022 -0.018 0.088
H 0.33762 -6.45633 5.33852 -0.010 -0.022 0.025 0.067
H 1.79082 -4.55992 6.05105 -0.006 0.017 -0.016 0.086
H 1.10576 -2.25558 5.68635 0.027 0.015 0.022 0.081

***

Results for energy relative to the best compared isomer or geometry (same formula, charge and spin): 0.000, 0.000, 1.522 (in eV, following the order of the records).
Results for total energy: -82321.2745, -85989.7902, -124118.7535 (in eV, following the order of the records).